Record 1
Computed, not measured: a structure of composition C3H5HgO4 at a distorted geometry, with ωB97M-V/def2-TZVPD.

Each line ends with the natural charge from an NBO analysis.
Cartesian coordinates (Å):
O -0.34214 -1.93615 1.73632  -0.547
C 0.51464 -1.40659 1.08761  0.974
O 0.32313 -0.69661 -0.01064  -0.794
O 1.83812 -1.35178 1.32395  -0.740
H 2.10133 -1.96465 2.02249  0.539
C -0.53824 1.59245 -0.92862  -0.034
O 0.66742 1.50256 -1.50553  -0.881
C -1.11159 0.26759 -0.47739  -0.083
H -1.70205 1.43688 -1.42562  0.231
H -0.57734 2.34105 -0.11510  0.199
H -1.34771 -0.39005 -1.32255  0.236
H -1.70620 0.34766 0.44003  0.268
Hg 1.88063 0.25764 -0.82491  1.630

Forces on the atoms, in the same order (eV/Å):
1.02 0.29 -0.38
-1.58 -0.47 1.11
-3.44 -1.15 0.83
0.62 -0.27 0.07
-0.03 -0.09 0.23
-2.83 -2.44 2.48
-2.70 4.27 -3.88
1.77 -0.22 0.23
2.14 2.17 -0.54
-0.26 -0.05 -0.69
-0.07 -0.09 0.80
-0.17 -0.50 -0.55
5.54 -1.43 0.28

Calculated values
Strongest force on any atom ... 6.365 eV Å⁻¹
LUMO ... -7.01 eV
Kohn-Sham gap ... 7.424 eV
Energy above the lowest of the compared OMol25 structures with the same formula, charge and spin ... 2.789 eV
E_HOMO ... -14.43 eV
Total charge ... +1

Record 2
Computed, not measured: a structure of composition C6H16ClILaN2O2P at a distorted geometry, with ωB97M-V/def2-TZVPD.

Each line ends with the Löwdin charge.
Cartesian coordinates (Å):
C -0.81633 1.88844 -3.24575  -0.223
I -2.31937 2.68651 -0.26557  0.543
H -0.34826 0.97478 -3.63287  -0.017
H -0.25621 2.80889 -3.44365  0.030
H -1.90366 2.01391 -3.38839  0.022
La 0.19039 1.23231 -1.22842  1.291
P -1.44073 -0.79604 0.41313  0.691
C -2.79657 -0.48941 1.59576  -0.253
C -2.41383 -1.58696 -0.91222  -0.251
H 0.13935 -2.58880 0.54942  0.044
H -1.46598 -3.08762 1.24792  0.087
H -0.35467 -2.01264 2.18389  0.061
C -0.70655 -2.28979 1.17944  -0.217
H -1.73294 -2.04278 -1.63342  0.029
H -3.06650 -2.33022 -0.43383  0.077
H -3.54470 -1.27909 1.56400  0.079
H -3.24063 0.46602 1.33629  -0.022
H -3.00598 -0.81349 -1.40236  0.051
H -2.33891 -0.43660 2.57597  0.054
C -0.05029 1.29279 1.84604  -0.113
O 0.01143 1.98525 2.75996  0.125
Cl 0.97806 -1.11847 -2.20915  -0.124
N 4.06071 1.50423 1.34236  0.214
C 3.35889 0.85871 0.38977  -0.575
N 3.91864 -0.28585 -0.07103  0.216
O 2.27838 1.33593 -0.07465  -0.279
H 4.92087 1.13921 1.70542  0.130
H 3.68134 2.34888 1.73391  0.130
H 3.45800 -0.78865 -0.78900  0.064
H 4.80605 -0.58946 0.30705  0.137

Forces on the atoms, in the same order (eV/Å):
-1.80 1.85 -1.96
-0.44 0.33 -0.43
-0.21 -0.13 -0.04
-0.12 -0.09 -0.20
0.73 -0.25 -0.17
2.46 -1.74 2.43
-1.98 -3.00 0.38
0.71 1.10 -0.01
0.40 0.53 -0.68
-0.16 -0.26 0.29
0.20 0.44 -0.12
0.01 -0.32 -0.26
0.99 0.76 0.01
-0.21 -0.09 0.00
0.18 0.20 -0.15
0.17 -0.13 -0.12
-0.37 -0.02 0.29
-0.22 -0.20 -0.14
-0.22 0.11 0.38
0.53 2.69 3.10
-0.21 -2.25 -2.65
-0.29 0.23 0.26
-1.04 -0.02 -0.45
1.64 -0.44 0.06
-0.42 1.37 0.95
-0.05 -0.05 0.06
0.12 0.01 0.10
0.12 0.06 0.02
-0.26 -0.55 -0.65
-0.25 -0.16 -0.29

Calculated values
Strongest force on any atom ... 4.141 eV Å⁻¹
LUMO (spin up / spin down) ... -10.95 / -11.73 eV
Kohn-Sham gap (spin up / spin down) ... 5.335 / 3.754 eV
E_HOMO (spin up / spin down) ... -16.28 / -15.48 eV
Total charge ... +2

Record 3
Computed, not measured: a structure of composition Cl2HO2P at a distorted geometry, with ωB97M-V/def2-TZVPD.

Each line ends with the natural charge from an NBO analysis.
Cartesian coordinates (Å):
O -0.62201 0.91180 3.86190  -0.633
O -2.54473 -1.43692 2.40721  -0.988
P -1.79251 -0.68250 1.31768  1.213
Cl 0.49419 1.28622 2.36958  0.145
Cl -0.83800 -2.00506 0.48318  -0.242
H -0.27294 -0.22763 4.22681  0.504

Forces on the atoms, in the same order (eV/Å):
3.30 -4.39 -0.77
1.12 1.79 -1.55
-4.76 2.17 4.59
-1.68 -0.79 2.77
3.48 -4.04 -3.11
-1.46 5.26 -1.93

Calculated values
Strongest force on any atom ... 6.956 eV Å⁻¹
LUMO ... -1.77 eV
Kohn-Sham gap ... 8.495 eV
Energy above the lowest of the compared OMol25 structures with the same formula, charge and spin ... 2.180 eV
E_HOMO ... -10.27 eV

Record 4
Computed, not measured: a structure of composition C17H29N4ORuS2, with ωB97M-V/def2-TZVPD.

Each line ends with the Löwdin spin population.
Cartesian coordinates (Å):
Ru -0.16915 0.56167 -0.72610  3.879
N 1.19837 1.43016 -2.44565  0.109
C 0.41191 2.21837 -3.41837  0.008
C -0.85177 1.46457 -3.80258  0.009
N -1.63152 1.02979 -2.62797  0.129
C -2.70342 1.94028 -2.18778  0.010
C -2.15815 3.10184 -1.37272  0.007
N -1.28837 2.59519 -0.28594  0.094
H 1.99834 1.97483 -2.13559  0.005
H 1.58947 0.60607 -2.89876  0.004
H 0.98629 2.43161 -4.32152  0.003
H 0.17432 3.17357 -2.95424  0.000
H -0.57615 0.57136 -4.36639  0.000
H -1.45226 2.08916 -4.46971  0.003
H -2.04311 0.12629 -2.83099  0.003
H -3.38970 1.35843 -1.56794  0.001
H -3.27684 2.32324 -3.03622  0.003
H -2.99141 3.68268 -0.97594  0.002
H -1.57024 3.77424 -1.99376  0.000
H -1.84074 2.33054 0.52685  0.004
H -0.67293 3.33127 0.04706  0.005
S 0.02623 -3.97291 -0.98549  0.042
C -1.59709 -3.59600 -1.34305  0.005
C -1.84115 -2.25615 -1.29562  0.040
C -0.68578 -1.49015 -0.95749  0.191
C 0.40945 -2.31184 -0.76191  0.087
C 1.74182 -1.84481 -0.38305  0.012
C 2.82272 -2.68298 -0.13310  0.010
C 4.03111 -2.13160 0.25244  0.001
C 4.14201 -0.75342 0.38715  0.011
C 3.03106 0.01815 0.11598  0.016
N 1.86366 -0.50921 -0.26637  0.118
H -2.29209 -4.38881 -1.57414  0.001
H -2.82295 -1.84178 -1.48435  0.003
H 2.71440 -3.75409 -0.23802  0.001
H 4.88144 -2.77065 0.44931  0.000
H 5.06777 -0.28778 0.69248  0.001
H 3.06598 1.09760 0.21384  0.002
C 1.57373 1.11954 3.90709  0.000
C 0.31329 0.27063 3.97035  0.006
S 0.00420 -0.51828 2.39036  0.012
O -0.35477 0.67699 1.46804  0.156
C -1.57285 -1.31910 2.71537  0.003
C -1.41707 -2.51694 3.64166  0.001
H 1.74755 1.57700 4.87920  0.000
H 1.47093 1.91532 3.17057  0.000
H 2.44609 0.51343 3.65989  0.000
H -0.57574 0.85568 4.21208  0.000
H 0.41355 -0.54432 4.68954  0.001
H -1.91602 -1.62393 1.72474  0.000
H -2.24709 -0.55587 3.10698  0.000
H -0.66979 -3.21812 3.26879  0.000
H -2.36764 -3.04528 3.69512  0.000
H -1.14989 -2.22548 4.65585  0.000

Forces on the atoms, in the same order (eV/Å):
0.11 -0.04 -0.07
0.00 0.01 0.00
-0.08 0.01 -0.07
0.07 0.02 -0.03
-0.05 0.05 0.02
0.01 0.03 0.06
-0.01 -0.03 0.01
-0.07 -0.06 0.01
0.00 -0.03 0.04
0.00 0.00 -0.01
0.01 0.00 0.01
0.03 0.01 0.00
0.01 -0.01 0.02
-0.03 -0.02 0.02
0.02 0.00 -0.02
0.01 -0.01 -0.01
0.00 0.00 0.00
0.01 0.02 -0.01
-0.01 0.00 -0.02
-0.02 0.00 -0.01
0.02 -0.01 -0.01
0.05 0.05 0.01
-0.07 -0.02 -0.02
0.02 0.06 0.02
-0.03 0.06 -0.02
-0.08 -0.17 -0.01
0.08 0.02 0.02
0.00 0.00 0.00
-0.01 -0.02 -0.01
0.02 0.02 0.01
-0.01 0.01 0.00
0.04 0.02 -0.01
0.00 0.00 0.00
-0.01 -0.02 0.00
0.00 0.00 0.00
0.00 0.00 0.00
0.00 0.00 0.00
0.00 0.00 0.00
-0.02 -0.04 -0.02
0.01 0.01 0.00
-0.03 -0.03 0.05
-0.03 0.06 0.02
0.04 0.04 -0.01
-0.01 -0.04 0.01
0.00 0.01 0.00
0.01 0.01 0.01
0.00 0.01 0.00
0.00 -0.01 0.01
-0.01 0.00 0.00
0.00 0.00 -0.01
0.00 0.00 0.00
0.00 0.01 -0.01
0.00 0.00 0.00
0.00 0.01 -0.01

Calculated values
Strongest force on any atom ... 0.186 eV Å⁻¹
⟨S²⟩ ... 8.76
LUMO (spin up / spin down) ... -5.49 / -7.50 eV
Kohn-Sham gap (spin up / spin down) ... 8.234 / 6.587 eV
Spin multiplicity ... 6
Energy above the lowest of the compared OMol25 structures with the same formula, charge and spin ... 0.000 eV
E_HOMO (spin up / spin down) ... -13.72 / -14.09 eV
Total charge ... +2

Record 5
Computed, not measured: a structure of composition C3H7InO2 at a distorted geometry, with ωB97M-V/def2-TZVPD.

Each line ends with the Löwdin charge.
Cartesian coordinates (Å):
O 1.71755 -0.07872 -0.15010  0.026
C 1.15453 -1.15208 0.00771  -0.029
C -0.33112 -1.24293 0.03633  -0.084
O -0.85591 0.05769 -0.08281  -0.330
C -2.28536 0.12833 -0.06731  0.034
In 0.46742 1.51264 -0.21074  1.385
H 1.72965 -2.08847 0.08630  0.198
H -0.63907 -1.72126 0.98329  0.194
H -0.66567 -1.89446 -0.79007  0.195
H -2.66168 -0.25621 0.88935  0.138
H -2.55846 1.18155 -0.18202  0.123
H -2.69074 -0.45800 -0.90163  0.138
H 0.53613 3.13360 0.11947  0.013

Forces on the atoms, in the same order (eV/Å):
0.92 -0.25 -0.02
-0.31 -1.55 -0.18
0.39 -1.18 0.23
-0.31 -1.18 0.00
-2.04 0.15 0.02
0.96 3.37 0.18
0.05 0.27 0.06
-0.01 0.12 -0.16
0.05 0.12 0.12
0.18 0.13 -0.23
-0.01 -0.24 0.03
0.17 0.18 0.19
-0.03 0.04 -0.23

Calculated values
Strongest force on any atom ... 3.514 eV Å⁻¹
LUMO ... -10.06 eV
Kohn-Sham gap ... 11.628 eV
Energy above the lowest of the compared OMol25 structures with the same formula, charge and spin ... 0.000 eV
E_HOMO ... -21.68 eV
Total charge ... +2

> Number 5 is which compound?

C3H7InO2